Here is a 10-piece molecular cluster, C52H56F12O8 overall at a distorted geometry from the OMol25 dataset. Energies are from the ωB97M-V functional and the def2-TZVPD basis.

ORCA input file:
```
! wB97M-V def2-TZVPD RIJCOSX def2/J DEFGRID3
* xyz 0 1
C -0.618 -3.731 1.266
C -0.327 -3.678 2.810
O -1.382 -4.125 3.549
C -1.447 -3.851 4.976
O -0.539 -3.352 5.676
C -2.715 -4.458 5.634
F -2.382 -5.301 6.610
F -3.420 -3.411 6.121
F -3.570 -5.024 4.798
H -0.349 -2.783 0.800
H -1.595 -4.123 0.983
H 0.057 -4.457 0.812
H -0.409 -2.634 3.111
H 0.672 -3.997 3.106
C -1.988 -2.563 -3.313
C -1.762 -1.159 -3.965
O -1.907 -1.299 -5.316
C -2.976 -0.859 -6.031
O -3.811 -0.093 -5.587
C -3.080 -1.364 -7.506
F -4.073 -0.695 -8.106
F -1.915 -1.223 -8.184
F -3.389 -2.659 -7.516
H -1.468 -3.378 -3.816
H -3.007 -2.941 -3.397
H -1.639 -2.487 -2.284
H -0.768 -0.776 -3.737
H -2.511 -0.503 -3.521
C -0.906 4.760 2.767
C 0.062 4.180 1.735
O 1.367 4.320 2.269
C 2.479 4.376 1.471
O 2.353 4.489 0.259
C 3.858 4.533 2.238
F 4.310 5.867 2.018
F 3.708 4.218 3.511
F 4.813 3.704 1.738
H -0.524 5.737 3.062
H -0.985 4.009 3.554
H -1.932 4.934 2.442
H -0.043 4.734 0.803
H -0.180 3.137 1.531
C 0.768 -3.972 -7.702
C 0.714 -3.515 -6.219
O 1.239 -2.157 -6.070
C 1.404 -1.705 -4.800
O 1.266 -2.351 -3.785
C 1.687 -0.217 -4.759
F 1.646 0.284 -3.502
F 2.852 0.062 -5.340
F 0.730 0.486 -5.460
H 0.997 -5.035 -7.771
H 1.574 -3.338 -8.072
H -0.089 -3.659 -8.299
H 1.332 -4.088 -5.528
H -0.303 -3.427 -5.838
C -2.300 2.980 -4.128
C -3.038 2.641 -2.991
C -2.295 2.481 -1.752
C -0.912 2.872 -1.627
C -0.290 3.218 -2.803
C -0.934 3.289 -4.031
H -2.788 3.124 -5.081
H -4.096 2.421 -2.972
H -2.695 2.083 -0.831
H -0.292 2.724 -0.755
H 0.789 3.185 -2.753
H -0.364 3.551 -4.910
C 0.973 4.039 7.172
C -0.213 4.396 7.753
C -1.344 3.650 7.557
C -1.295 2.644 6.619
C -0.120 2.313 5.910
C 1.056 2.995 6.262
H 1.839 4.598 7.493
H -0.304 5.220 8.446
H -2.205 3.949 8.136
H -2.213 2.179 6.292
H -0.161 1.611 5.090
H 2.030 2.741 5.870
C -5.196 -0.844 0.461
C -4.691 -1.856 1.203
C -5.388 -3.029 1.521
C -6.680 -3.211 0.987
C -7.209 -2.219 0.201
C -6.446 -1.112 -0.039
H -4.639 0.055 0.239
H -3.771 -1.758 1.761
H -4.999 -3.841 2.118
H -7.297 -4.081 1.157
H -8.187 -2.223 -0.257
H -6.888 -0.361 -0.677
C 5.495 -1.736 3.456
C 5.916 -2.150 2.194
C 5.043 -2.089 1.134
C 3.761 -1.744 1.378
C 3.301 -1.387 2.631
C 4.201 -1.435 3.699
H 6.224 -1.673 4.251
H 6.916 -2.513 2.010
H 5.310 -2.447 0.151
H 3.151 -1.903 0.501
H 2.242 -1.224 2.765
H 3.946 -1.044 4.673
C 1.150 0.473 0.968
C 0.507 0.687 2.217
C -0.836 0.488 2.438
C -1.612 0.151 1.360
C -1.022 -0.158 0.118
C 0.342 0.106 -0.093
H 2.223 0.548 0.879
H 1.165 1.027 3.003
H -1.286 0.644 3.407
H -2.669 -0.068 1.338
H -1.647 -0.535 -0.678
H 0.837 -0.043 -1.042
C 5.760 2.172 -2.156
C 6.183 0.863 -2.206
C 5.275 -0.165 -1.948
C 3.912 0.161 -1.650
C 3.488 1.472 -1.755
C 4.395 2.493 -1.992
H 6.402 3.022 -2.334
H 7.178 0.653 -2.569
H 5.603 -1.194 -1.932
H 3.216 -0.628 -1.405
H 2.474 1.777 -1.545
H 4.142 3.534 -2.126
*
```

- gap between HOMO and LUMO (hartree) = 0.345
- maximum force (eV/Å) = 6.15
- SMILES string = CCOC(=O)C(F)(F)F.CCOC(=O)C(F)(F)F.CCOC(=O)C(F)(F)F.CCOC(=O)C(F)(F)F.c1ccccc1.c1ccccc1.c1ccccc1.c1ccccc1.c1ccccc1.c1ccccc1

---

Here is C52H58N9O9S3Si2Ti as an isolated structure from the OMol25 dataset. Energies are from the ωB97M-V functional and the def2-TZVPD basis.

ORCA input file:
```
! wB97M-V def2-TZVPD RIJCOSX def2/J DEFGRID3
* xyz -2 2
Ti -0.534 0.469 -0.119
S -0.608 -0.254 2.134
C 0.402 0.961 2.895
N 0.969 0.816 4.066
N 0.740 -0.398 4.660
C 0.997 -0.582 5.985
C 1.674 0.373 6.757
C 1.942 0.115 8.091
C 1.553 -1.072 8.700
C 0.870 -2.014 7.936
C 0.595 -1.781 6.602
N 0.614 2.152 2.278
N 0.011 2.305 1.098
C 0.174 3.612 0.613
C 0.975 4.569 1.258
C 1.097 5.850 0.739
C 0.422 6.228 -0.413
C -0.398 5.294 -1.036
C -0.528 4.016 -0.529
H 0.108 -1.036 4.186
H 1.970 1.301 6.290
H 2.466 0.867 8.671
H 1.770 -1.259 9.744
H 0.539 -2.943 8.385
H 0.054 -2.518 6.018
H 1.494 4.299 2.164
H 1.738 6.561 1.250
H 0.537 7.226 -0.820
H -0.936 5.553 -1.941
H -1.150 3.297 -1.039
C -2.571 2.910 2.381
Si -3.258 2.372 0.730
C -3.746 3.960 -0.188
C -4.840 1.420 1.155
N -2.276 1.296 -0.265
C -3.012 0.524 -1.179
C -3.990 1.020 -2.030
C -4.737 0.161 -2.830
C -4.488 -1.202 -2.769
C -3.499 -1.712 -1.937
C -2.731 -0.865 -1.124
N -1.745 -1.230 -0.236
Si -1.430 -2.921 0.018
C -0.071 -3.285 1.260
C -0.918 -3.789 -1.591
C -3.015 -3.733 0.678
H -3.426 3.329 2.925
H -1.798 3.673 2.312
H -2.174 2.070 2.953
H -3.368 4.837 0.341
H -4.835 4.041 -0.268
H -3.326 3.992 -1.190
H -5.727 2.048 1.029
H -4.796 1.102 2.200
H -4.976 0.532 0.538
H -4.182 2.086 -2.051
H -5.495 0.555 -3.496
H -5.062 -1.884 -3.387
H -3.322 -2.780 -1.928
H 0.763 -2.585 1.223
H 0.305 -4.293 1.051
H -0.446 -3.259 2.285
H -0.039 -4.416 -1.417
H -0.655 -3.047 -2.345
H -1.705 -4.430 -1.997
H -2.862 -4.084 1.702
H -3.333 -4.586 0.074
H -3.833 -3.009 0.691
O 4.690 -1.149 -2.618
C 4.985 -0.398 -1.565
O 6.137 -0.187 -1.242
C 3.848 0.157 -0.801
C 3.957 1.050 0.251
N 2.724 1.277 0.709
N 1.809 0.600 0.025
C 2.467 -0.090 -0.886
C 1.613 -0.914 -1.780
O 2.121 -1.529 -2.737
O 0.396 -0.912 -1.451
H 3.693 -1.292 -2.718
H 4.831 1.533 0.651
H 2.390 1.875 1.467
O 2.836 -1.518 1.694
S 4.245 -1.970 1.783
C 4.286 -3.146 3.147
C 3.219 -3.121 4.029
C 3.268 -3.917 5.168
C 4.370 -4.720 5.416
C 5.436 -4.735 4.523
C 5.400 -3.940 3.390
C 4.506 -3.099 0.410
C 3.400 -3.466 -0.339
C 3.579 -4.243 -1.474
C 4.854 -4.639 -1.850
C 5.957 -4.245 -1.105
C 5.789 -3.457 0.023
H 2.374 -2.476 3.818
H 2.446 -3.886 5.871
H 4.405 -5.329 6.310
H 6.299 -5.359 4.714
H 6.229 -3.952 2.694
H 2.419 -3.120 -0.042
H 2.719 -4.502 -2.078
H 4.993 -5.228 -2.748
H 6.956 -4.515 -1.425
H 6.651 -3.089 0.565
C -2.940 8.375 -2.530
C -2.761 7.097 -3.300
C -1.766 6.969 -4.262
C -1.566 5.767 -4.925
C -2.363 4.674 -4.618
C -3.368 4.785 -3.669
C -3.567 5.994 -3.025
S -2.090 3.127 -5.448
O -3.323 2.401 -5.394
O -1.482 3.463 -6.708
N -0.984 2.303 -4.604
C 0.416 2.745 -4.683
C 1.298 1.853 -3.821
C 1.078 2.109 -2.327
O 1.854 2.828 -1.721
O 0.032 1.500 -1.861
H -2.394 9.197 -2.994
H -2.565 8.255 -1.511
H -3.993 8.654 -2.463
H -1.130 7.816 -4.490
H -0.804 5.672 -5.687
H -3.990 3.927 -3.449
H -4.344 6.074 -2.275
H -1.262 1.999 -3.670
H 0.515 3.788 -4.356
H 0.720 2.684 -5.726
H 2.340 2.065 -4.056
H 1.080 0.807 -4.045
*
```

- ⟨S²⟩ = 0.780
- gap between HOMO and LUMO (alpha / beta) (hartree) = 0.199 / 0.220
- maximum force (eV/Å) = 0.71

---

Here is C52H60IIrN2O3PSe as an isolated structure from the OMol25 dataset. Energies are from the ωB97M-V functional and the def2-TZVPD basis.

ORCA input file:
```
! wB97M-V def2-TZVPD RIJCOSX def2/J DEFGRID3
* xyz 1 1
Ir 0.151 1.000 -0.103
C 1.838 -5.889 -0.966
C 2.514 -4.991 -2.004
C 4.021 -5.295 -2.011
C 1.932 -5.338 -3.379
C 2.343 -3.506 -1.676
C 1.924 -3.062 -0.433
C 1.899 -1.704 -0.110
Se 2.164 -1.403 1.779
C 0.698 -0.632 2.749
C 0.052 -1.423 3.699
C -0.665 -0.836 4.726
C -0.574 0.556 4.849
C 0.080 1.384 3.947
C 0.608 0.759 2.794
O 1.056 1.443 1.731
C 0.380 2.854 4.286
C -0.016 3.193 5.727
C -0.336 3.864 3.383
C 1.901 3.052 4.171
C -1.421 -1.644 5.780
C -1.557 -3.113 5.374
C -0.664 -1.569 7.113
C -2.831 -1.068 5.968
C 2.199 -0.726 -1.085
O 1.976 0.577 -0.846
C 2.804 -1.163 -2.294
C 2.815 -2.530 -2.552
C 3.544 -0.276 -3.315
C 3.731 1.183 -2.895
C 2.796 -0.300 -4.656
C 4.962 -0.843 -3.513
H 1.909 -6.930 -1.285
H 0.779 -5.645 -0.854
H 2.315 -5.814 0.012
H 4.191 -6.355 -2.210
H 4.469 -5.049 -1.048
H 4.538 -4.720 -2.781
H 2.171 -6.373 -3.628
H 2.335 -4.708 -4.173
H 0.845 -5.245 -3.376
H 1.685 -3.767 0.351
H 0.149 -2.497 3.623
H -1.017 1.010 5.723
H -1.095 3.130 5.882
H 0.286 4.219 5.944
H 0.479 2.542 6.449
H -1.418 3.800 3.516
H -0.099 3.732 2.330
H -0.030 4.874 3.662
H 2.424 2.385 4.859
H 2.164 4.080 4.426
H 2.270 2.845 3.166
H -0.591 -3.616 5.335
H -2.036 -3.214 4.396
H -2.170 -3.641 6.105
H 0.335 -1.996 7.014
H -1.200 -2.122 7.888
H -0.557 -0.536 7.450
H -3.379 -1.069 5.024
H -2.810 -0.046 6.347
H -3.390 -1.673 6.685
H 3.246 -2.859 -3.489
H 2.782 1.701 -2.835
H 4.347 1.679 -3.649
H 4.229 1.269 -1.930
H 1.788 0.101 -4.543
H 2.713 -1.310 -5.061
H 3.324 0.313 -5.390
H 5.512 -0.833 -2.570
H 5.504 -0.223 -4.230
H 4.964 -1.863 -3.893
O 1.417 3.497 0.508
N 0.836 2.836 -0.534
C 0.973 3.449 -1.647
C 0.505 3.106 -2.986
C 0.985 3.951 -3.991
C 0.661 3.739 -5.318
C -0.163 2.677 -5.656
C -0.660 1.843 -4.665
C -0.337 2.040 -3.327
P -1.101 1.009 -2.038
C -1.676 -0.474 -2.902
C -0.884 -1.616 -2.871
C -1.244 -2.733 -3.606
C -2.410 -2.728 -4.358
C -3.217 -1.600 -4.374
C -2.852 -0.474 -3.653
C -2.646 1.913 -1.673
C -2.683 3.303 -1.757
C -3.815 4.002 -1.361
C -4.921 3.320 -0.879
C -4.893 1.934 -0.792
C -3.761 1.235 -1.182
H 1.429 2.803 1.248
H 1.554 4.361 -1.566
H 1.636 4.773 -3.721
H 1.053 4.396 -6.082
H -0.422 2.493 -6.690
H -1.296 1.018 -4.950
H 0.012 -1.643 -2.268
H -0.607 -3.604 -3.584
H -2.694 -3.605 -4.924
H -4.133 -1.592 -4.951
H -3.483 0.405 -3.692
H -1.835 3.853 -2.143
H -3.832 5.081 -1.440
H -5.808 3.864 -0.581
H -5.755 1.394 -0.423
H -3.752 0.153 -1.103
I -1.673 -1.665 0.516
C -2.374 0.104 1.339
C -3.495 0.145 2.147
C -3.933 1.380 2.593
C -3.246 2.521 2.207
C -2.129 2.389 1.412
N -1.692 1.193 0.991
H -4.006 -0.771 2.408
H -4.805 1.447 3.229
H -3.563 3.505 2.522
H -1.554 3.246 1.091
*
```

- gap between HOMO and LUMO (hartree) = 0.233
- maximum force (eV/Å) = 0.78

---

Computed E_tot (Ha) in order:
-3815.29662 -5809.69827 -5497.34249